*i*
Here is a 2-piece molecular cluster, C3H4Br2O overall from the OMol25 dataset. Energies are from ωB97M-V/def2-TZVPD.

XYZ file:
```
10
Properties=species:S:1:pos:R:3
H -1.73371 -0.11671 1.67439
Br -1.93626 1.53485 -0.16003
Br -1.81252 -1.74023 -0.15133
O 1.19371 1.14958 -0.10542
H 0.26480 -0.14428 -1.62660
H 2.15926 -0.24685 -1.45812
H 1.20461 -0.39648 1.53937
C -1.36982 -0.06836 0.71222
C 0.85282 -0.04636 0.53640
C 1.17712 0.07485 -0.96087
```

Calculated values
* net charge: 0
* E_LUMO: 0.56 eV
* E_HOMO: -8.930 eV
* Kohn-Sham gap: 9.492 eV

Löwdin population analysis, charges in e, atoms 1 to 6:
1 H -0.062
2 Br 0.626
3 Br 0.556
4 O -0.110
5 H 0.096
6 H 0.130


*ii*
Here is a 2-piece molecular cluster, C3H4Br2O overall from the OMol25 dataset. Energies are from ωB97M-V/def2-TZVPD.

XYZ file:
```
10
Properties=species:S:1:pos:R:3
O 2.20439 -1.02050 -1.36336
H -0.13190 -1.99121 -0.72464
H -2.45854 3.09192 0.47875
Br 3.18984 0.65280 0.52045
H -1.41385 -1.41301 0.60756
C -0.41085 -1.29991 0.09006
Br -3.31919 1.98567 0.12782
C 0.40927 -0.26124 0.15961
C 1.76422 -0.39572 -0.47720
H 0.16661 0.65120 0.58095
```

Calculated values
* net charge: 0
* E_LUMO: -0.22 eV
* E_HOMO: -10.220 eV
* SMILES: C=CC(=O)Br.Br
* Kohn-Sham gap: 10.000 eV

Löwdin population analysis, charges in e, atoms 1 to 6:
1 O 0.051
2 H 0.085
3 H -0.265
4 Br 0.569
5 H 0.096
6 C 0.053


Short version: *ii* is the most stable of them.


*i*
Here is one molecule with the formula C4H6O3S from the OMol25 dataset. Energies are from ωB97M-V/def2-TZVPD.

XYZ file:
```
14
Properties=species:S:1:pos:R:3
O -2.85765 -1.27952 0.32734
H 0.41629 -1.99496 -1.61736
S -2.57573 0.18838 -0.35170
H 0.03395 -2.15163 0.20437
H 1.40507 2.33444 1.29063
C 0.68815 -1.65776 -0.60867
C 1.05764 1.92751 0.34602
C -0.53438 0.47492 0.02342
O 1.61495 0.76198 -0.09071
H -2.54787 -1.10754 1.17711
C 0.57899 -0.20942 -0.20313
H 1.74692 -1.90817 -0.37420
O -0.38063 1.83494 0.28314
H 1.35429 2.78683 -0.40624
```

Calculated values
* net charge: 0
* E_LUMO: 0.32 eV
* E_HOMO: -8.052 eV
* SMILES: CC1=C(SO)OCO1
* Kohn-Sham gap: 8.369 eV

Löwdin population analysis, charges in e, atoms 1 to 6:
1 O -0.484
2 H 0.086
3 S 0.892
4 H 0.108
5 H 0.123
6 C -0.014


*ii*
Here is one molecule with the formula C4H6O3S from the OMol25 dataset. Energies are from ωB97M-V/def2-TZVPD.

XYZ file:
```
14
Properties=species:S:1:pos:R:3
C -1.18520 0.04928 -0.73063
O 1.28160 1.21886 1.02253
H -2.22427 1.87668 -0.67089
C -1.89996 1.02321 -0.10805
O 1.26820 0.74867 -1.31729
H -2.14090 1.07056 0.93624
O 3.06964 -0.29128 -0.05451
H 1.04640 -2.16756 0.81828
H -1.08710 0.23063 -1.87008
H 1.31763 0.70030 1.83767
C 0.61771 -1.23560 0.33742
C -0.64189 -1.20280 -0.06138
H -1.14734 -2.14851 -0.03998
S 1.72548 0.12755 -0.09933
```

Calculated values
* net charge: 0
* E_LUMO: 0.29 eV
* E_HOMO: -9.938 eV
* SMILES: C=C/C=C\S(=O)(=O)O
* Kohn-Sham gap: 10.231 eV

Löwdin population analysis, charges in e, atoms 1 to 6:
1 C -0.188
2 O -0.154
3 H 0.051
4 C 0.011
5 O -0.286
6 H 0.054


Short version: *ii* is the most stable of them.


*i*
Here is a 2-piece molecular cluster, C2H2ClIO overall from the OMol25 dataset. Energies are from ωB97M-V/def2-TZVPD.

XYZ file:
```
7
Properties=species:S:1:pos:R:3
C -0.42426 -0.37218 -0.68778
H -0.05736 -1.34086 -0.59500
H -0.58600 -0.15606 1.49527
C -0.28776 0.33318 0.59785
O -0.96189 -0.03511 -1.75494
I 2.57669 -0.37672 0.19994
Cl -0.25942 1.94775 0.74466
```

Calculated values
* net charge: 0
* E_LUMO (alpha / beta): -2.97 / -2.97 eV
* E_HOMO (alpha / beta): -9.557 / -9.557 eV
* Kohn-Sham gap (alpha / beta): 6.586 / 6.585 eV

Löwdin population analysis, charges in e, atoms 1 to 6:
1 C -0.463
2 H 0.037
3 H 0.060
4 C -0.667
5 O 0.038
6 I 0.220


*ii*
Here is C2H2ClIO as an isolated structure from the OMol25 dataset. Energies are from ωB97M-V/def2-TZVPD.

XYZ file:
```
7
Properties=species:S:1:pos:R:3
H 2.24720 0.25461 -1.15453
Cl 1.33370 0.54641 -1.99553
H -1.18839 1.05920 -0.14618
I -2.52235 -1.31673 0.75139
C -1.06634 0.06674 0.37454
O 1.11920 -0.45080 1.27884
C 0.07699 -0.15943 0.89148
```

Calculated values
* net charge: 0
* E_LUMO: -0.11 eV
* E_HOMO: -8.804 eV
* Kohn-Sham gap: 8.699 eV

Löwdin population analysis, charges in e, atoms 1 to 6:
1 H -0.233
2 Cl 0.342
3 H 0.077
4 I 0.871
5 C -0.730
6 O 0.157


Short version: *ii* is the most stable of them.


*i*
Here is a 2-piece molecular cluster, C2H8OS overall from the OMol25 dataset. Energies are from ωB97M-V/def2-TZVPD.

XYZ file:
```
12
Properties=species:S:1:pos:R:3
H 1.79755 0.98372 1.57554
H 0.67203 -0.20233 -1.81387
C 1.12948 0.27203 0.93141
H -1.40848 -1.22729 1.21005
S -0.51525 0.90734 0.48985
H 1.63508 -1.24674 -2.38113
H -2.50136 -0.29880 0.18115
H -1.00920 -1.23591 -0.63473
O 0.96566 -1.09929 -1.79102
H 1.16942 -0.74087 1.41810
C -1.39099 -0.61245 0.22351
H 1.73272 0.28759 0.00592
```

Calculated values
* net charge: 0
* E_LUMO: 0.80 eV
* E_HOMO: -8.483 eV
* SMILES: CSC.O
* Kohn-Sham gap: 9.283 eV

Löwdin population analysis, charges in e, atoms 1 to 6:
1 H 0.064
2 H 0.007
3 C -0.455
4 H 0.061
5 S 0.707
6 H -0.003


*ii*
Here is a 2-piece molecular cluster, C2H8OS overall from the OMol25 dataset. Energies are from ωB97M-V/def2-TZVPD.

XYZ file:
```
12
Properties=species:S:1:pos:R:3
C 0.44604 1.91796 0.02589
H -1.40014 0.92700 -0.33936
H -1.59106 2.55223 0.44164
O 1.02499 0.64279 -0.32699
H 2.04409 0.85692 -0.19108
S -0.20922 -2.30369 0.30914
H -1.14229 2.39215 -1.34755
H 0.55775 1.98646 1.20962
C -1.08034 1.96153 -0.31071
H 0.99110 2.71138 -0.41279
H -1.22089 -1.54891 -0.15973
H 0.71486 -1.43736 0.17787
```

Calculated values
* net charge: 0
* E_LUMO: 0.73 eV
* E_HOMO: -9.308 eV
* SMILES: CCO.S
* Kohn-Sham gap: 10.034 eV

Löwdin population analysis, charges in e, atoms 1 to 6:
1 C -0.314
2 H 0.046
3 H 0.066
4 O -0.184
5 H 0.150
6 S 0.521


Short version: *i* is the most stable of them.


*i*
Here is a 3-piece molecular cluster, C2H10N2O3 overall from the OMol25 dataset. Energies are from ωB97M-V/def2-TZVPD.

XYZ file:
```
17
Properties=species:S:1:pos:R:3
H -3.35313 -1.47177 -1.51322
C -0.64529 0.68019 -1.91329
H -0.92173 -2.27155 -0.38803
O 2.59914 2.82384 3.10472
H 0.22509 1.28911 -2.22151
O -1.75862 1.07244 -2.18512
O 1.63587 -0.54722 1.56445
H 3.18663 3.48743 3.44844
N -0.28094 -0.45204 -1.20690
H -2.19654 -1.62094 -2.70848
C -1.42014 -1.37624 -0.76378
H 3.22593 2.17122 2.79317
N -2.41458 -1.66551 -1.72825
H -1.93539 -0.83346 0.03904
H 0.09320 -0.20260 -0.29690
H 1.99944 0.23524 1.96325
H 1.96106 -1.31813 2.01243
```

Calculated values
* net charge: 0
* E_LUMO: 0.29 eV
* E_HOMO: -8.563 eV
* SMILES: NCNC=O.O.O
* Kohn-Sham gap: 8.852 eV

Löwdin population analysis, charges in e, atoms 1 to 6:
1 H 0.056
2 C -0.368
3 H 0.101
4 O -0.044
5 H 0.121
6 O 0.024


*ii*
Here is a 3-piece molecular cluster, C2H10N2O3 overall from the OMol25 dataset. Energies are from ωB97M-V/def2-TZVPD.

XYZ file:
```
17
Properties=species:S:1:pos:R:3
H 1.89603 0.14728 -0.87375
H -0.46999 1.14921 -1.82599
O 2.19825 -0.77931 -0.93557
H 0.32986 2.53582 -1.37511
O 0.28292 -2.69073 0.40685
H 0.37260 -3.53368 0.85580
N 0.19840 1.54408 -1.18141
O -2.88461 0.84886 1.13160
C -0.29087 1.45343 0.19199
H -1.12949 2.14542 0.34299
C -2.01428 0.00610 1.11476
H -0.21819 -0.64896 0.27927
H 0.40156 1.81820 0.95789
H 1.10020 -2.46437 -0.05153
H 3.12994 -0.68047 -1.16467
H -2.12565 -0.99461 1.56712
N -0.77669 0.14373 0.55976
```

Calculated values
* net charge: 0
* E_LUMO: 0.67 eV
* E_HOMO: -9.420 eV
* SMILES: NCNC=O.O.O
* Kohn-Sham gap: 10.094 eV

Löwdin population analysis, charges in e, atoms 1 to 6:
1 H 0.011
2 H 0.082
3 O -0.069
4 H 0.080
5 O -0.059
6 H 0.043


Short version: *ii* is the most stable of them.


*i*
Here is CH2BrNO3 as an isolated structure from the OMol25 dataset. Energies are from ωB97M-V/def2-TZVPD.

XYZ file:
```
8
Properties=species:S:1:pos:R:3
O 1.09311 0.09693 -1.48566
Br -1.40123 -1.94265 0.56112
C -0.11723 0.24094 0.36703
N 0.01213 0.19980 -1.04459
H -0.80123 0.88228 0.71191
O -1.01755 0.30126 -1.73030
H 1.14071 0.02619 1.76298
O 1.09128 0.19526 0.85751
```

Calculated values
* net charge: 0
* E_LUMO: -2.38 eV
* E_HOMO: -10.339 eV
* Kohn-Sham gap: 7.960 eV

Löwdin population analysis, charges in e, atoms 1 to 6:
1 O 0.152
2 Br 0.216
3 C -0.291
4 N -0.447
5 H 0.092
6 O 0.045


*ii*
Here is a 2-piece molecular cluster, CH2BrNO3 overall from the OMol25 dataset. Energies are from ωB97M-V/def2-TZVPD.

XYZ file:
```
8
Properties=species:S:1:pos:R:3
C 0.59780 -0.10911 -0.37398
O -1.10599 0.29476 -1.23488
H 1.28189 0.50074 -0.92326
H -1.80086 -0.18434 -0.67213
Br 0.61096 -1.95511 -0.58605
O 0.72806 1.40780 1.27934
N 0.21849 0.37699 0.94703
O -0.53035 -0.33174 1.56393
```

Calculated values
* net charge: 0
* E_LUMO: -1.50 eV
* E_HOMO: -10.860 eV
* Kohn-Sham gap: 9.355 eV

Löwdin population analysis, charges in e, atoms 1 to 6:
1 C -0.480
2 O -0.201
3 H 0.093
4 H 0.055
5 Br 0.854
6 O 0.120


Short version: *i* is the most stable of them.